Entry 1:
The following is a DFT calculation (ωB97M-V/def2-TZVPD) of a 2-piece molecular cluster, C4H15N3O overall in a non-equilibrium geometry.

The geometry in XYZ format:
```
23
Properties=species:S:1:pos:R:3:forces:R:3
C -0.30530 2.59173 0.30307 -0.74 0.78 -1.64
C 0.70764 1.48236 0.43003 1.50 -0.88 -1.82
C 0.19861 0.06732 0.07703 0.53 0.91 -0.45
C -0.13084 -0.09092 -1.22981 -0.29 -1.24 1.19
N -0.18633 -1.50571 -1.74642 0.40 0.69 1.21
N 0.34653 -0.90881 1.02835 -0.48 0.18 -0.68
N -0.65887 3.08152 1.67938 -0.42 0.82 -0.07
H 0.03692 3.40740 -0.35958 0.43 0.14 1.10
H -1.23489 2.39876 -0.26859 0.29 -0.82 0.85
H 1.32104 1.58750 1.32661 -0.55 -0.43 0.54
H 1.56108 1.55736 -0.30576 -1.09 0.70 0.41
H -0.30254 0.72530 -1.89893 0.13 -0.04 -0.44
H -0.74227 -1.69988 -2.59786 0.22 0.18 0.65
H 0.79996 -1.77198 -1.89126 -0.43 -0.19 -0.48
H -0.43519 -2.13085 -0.94225 -0.01 0.02 -1.27
H -0.39533 -1.59705 1.10997 0.59 -0.02 0.36
H 0.88248 -0.64682 1.83856 -0.31 -0.39 0.24
H -0.61345 2.31695 2.34784 0.28 -0.06 0.24
H -1.60511 3.46902 1.80031 0.14 0.05 -0.45
H -0.00755 3.83083 1.93602 -0.01 -0.21 0.37
H 0.85643 -4.62052 -0.58674 0.13 0.21 -0.08
H -0.61767 -4.40820 -0.36014 -0.01 -0.08 -0.12
O 0.16344 -3.95617 -0.70740 -0.29 -0.33 0.35
```
Positions in Å, forces in eV/Å.

Computed properties:
Maximum force   2.51 eV/Å
Molar mass   121.18 g/mol
HOMO-LUMO gap   9.842 eV
Total charge   +2
E_HOMO   -0.5987 Ha
LUMO   -6.4 eV
Spin multiplicity   1
E   -10892.28538 eV



Entry 2:
The following is a DFT calculation (ωB97M-V/def2-TZVPD) of a 2-piece molecular cluster, C14H9F3NOS overall in a non-equilibrium geometry.

The geometry in XYZ format:
```
29
Properties=species:S:1:pos:R:3:forces:R:3
C -4.67730 -3.29341 0.30849 0.24 0.23 0.00
C -4.43481 -1.90814 0.30742 0.35 -0.48 0.00
C -3.12120 -1.42702 0.30733 0.18 -0.13 0.00
C -2.04165 -2.32517 0.30747 0.24 -0.06 -0.01
N -0.70882 -1.81695 0.30353 0.24 -0.55 0.01
C 0.31919 -2.49154 0.31140 0.51 -0.70 0.02
O 1.29901 -3.13858 0.32314 -1.65 1.01 0.00
C -2.28570 -3.70642 0.30920 -0.21 0.10 0.00
C -3.59599 -4.18487 0.30947 -0.02 0.33 0.00
H -5.70151 -3.67320 0.30847 0.33 0.13 0.00
H -5.26968 -1.20551 0.30643 0.25 -0.20 0.00
H -2.89629 -0.35773 0.30648 -0.14 -0.36 0.00
H -1.44360 -4.40372 0.30944 -0.27 0.22 0.00
H -3.75965 -5.26348 0.31027 -0.04 0.30 0.00
F 2.35922 3.84050 2.43088 -0.52 0.49 -0.67
C 1.86850 4.11365 1.18437 0.16 -0.51 -0.30
F 0.49820 4.10154 1.28037 0.81 0.33 0.21
F 2.23793 5.39108 0.87140 -0.40 -0.58 0.43
C 2.35165 3.11068 0.16195 0.02 0.24 0.05
C 2.48543 3.49502 -1.17390 0.04 0.05 -0.34
C 2.92713 2.55011 -2.11838 -0.14 0.24 0.30
C 3.22057 1.25002 -1.74495 -0.23 0.53 0.54
C 3.05846 0.85180 -0.38460 -0.33 1.37 -0.38
S 3.33327 -0.71060 0.08717 0.44 -2.14 0.62
C 2.62214 1.81808 0.56847 0.13 0.09 -0.68
H 2.25068 4.51389 -1.47301 0.09 -0.19 0.02
H 3.03640 2.85123 -3.15941 -0.02 0.00 0.15
H 3.56437 0.50397 -2.46339 -0.12 0.24 0.23
H 2.50408 1.51478 1.60447 0.06 0.01 -0.21
```
Positions in Å, forces in eV/Å.

Computed properties:
Maximum force   2.27 eV/Å
Molar mass   296.29 g/mol
HOMO-LUMO gap   5.616 eV
Total charge   -1
E_HOMO   -0.1068 Ha
LUMO   2.7 eV
Spin multiplicity   1
E   -37191.35323 eV



Entry 3:
The following is a DFT calculation (ωB97M-V/def2-TZVPD) of a 2-piece molecular cluster, C5H8O2 overall.

The geometry in XYZ format:
```
15
Properties=species:S:1:pos:R:3:forces:R:3
C -1.00449 -0.97181 0.35268 -0.14 0.05 -0.20
C -1.22585 -0.22748 -0.72919 -0.07 -0.19 0.14
O -0.70282 1.01801 -0.94748 0.04 -0.04 -0.02
C 0.03460 1.53535 0.12460 0.00 0.16 0.12
C 1.41604 1.00468 0.39493 0.16 -0.01 -0.04
C 0.28498 0.69901 1.33877 0.00 0.16 0.11
O -0.21867 -0.60548 1.41150 0.03 -0.03 -0.04
H -1.43301 -1.95829 0.47534 0.04 0.16 -0.07
H -1.84427 -0.56739 -1.55000 0.08 0.01 0.16
H -0.16609 2.59445 0.25356 0.05 -0.17 0.00
H 1.73482 0.18041 -0.23874 -0.08 0.10 0.09
H 2.20235 1.68807 0.70279 -0.14 -0.11 -0.04
H 0.26008 1.17419 2.31457 0.01 -0.05 -0.17
H 0.44876 -2.98457 -2.18584 0.00 0.01 0.02
H 0.20168 -2.48319 -1.69422 0.04 -0.05 -0.06
```
Positions in Å, forces in eV/Å.

Computed properties:
Maximum force   0.25 eV/Å
Molar mass   100.12 g/mol
HOMO-LUMO gap   9.287 eV
Total charge   0
E_HOMO   -0.3027 Ha
LUMO   1.1 eV
Spin multiplicity   1
E   -9406.36689 eV



Entry 4:
The following is a DFT calculation (ωB97M-V/def2-TZVPD) of C5H11NO as an isolated structure in a non-equilibrium geometry.

The geometry in XYZ format:
```
18
Properties=species:S:1:pos:R:3:forces:R:3
C 1.68811 -0.95742 -1.02378 -0.03 0.92 -0.71
C 0.50423 -1.72313 -1.53810 0.76 -3.05 3.06
C -0.82465 -1.52436 -0.65361 1.54 -0.71 -3.28
N -0.99320 -0.50019 -1.38148 -1.80 1.84 0.09
O 0.56216 -2.65247 -2.31065 -0.47 1.03 -0.07
H -1.94190 -0.19480 -1.61492 -0.17 -0.04 0.31
H -1.59288 -2.27063 -0.41109 0.17 0.28 0.53
H 2.03272 -1.39854 -0.08985 -0.14 -0.21 -0.03
H 1.41078 0.07829 -0.83140 0.08 -0.04 0.08
H 2.49156 -0.97687 -1.75744 0.04 -0.05 0.01
C -0.10668 1.04753 1.96516 -0.13 0.09 0.04
C -0.72124 1.98759 0.93424 -0.01 -0.35 -0.09
H -0.47034 1.67083 -0.08430 -0.02 0.13 0.16
H -1.80701 1.99291 1.01909 -0.08 0.03 -0.02
H -0.37303 1.35151 2.98095 0.07 -0.03 -0.07
H 0.97918 1.04114 1.88705 0.07 -0.05 0.04
H -0.46384 0.02591 1.82927 0.04 -0.04 -0.01
H -0.37397 3.00271 1.08085 0.08 0.24 -0.03
```
Positions in Å, forces in eV/Å.

Computed properties:
Maximum force   4.38 eV/Å
Molar mass   101.15 g/mol
HOMO-LUMO gap   9.859 eV
Total charge   0
E_HOMO   -0.3400 Ha
LUMO   0.6 eV
Spin multiplicity   1
E   -8898.44661 eV



Entry 5:
The following is a DFT calculation (ωB97M-V/def2-TZVPD) of a 2-piece molecular cluster, C3H5NO2 overall in a non-equilibrium geometry.

The geometry in XYZ format:
```
11
Properties=species:S:1:pos:R:3:forces:R:3
N -0.08066 2.19568 -2.33821 0.18 -0.92 0.64
C 0.12342 1.25698 -1.69426 -0.17 0.88 -0.60
C 0.34528 0.06110 -0.85906 0.33 -0.32 0.04
O 1.39138 -0.54185 -0.89206 -0.50 0.31 0.00
C -0.80875 -0.36628 0.01708 -0.03 0.17 -0.10
O -0.46051 -1.46655 0.79427 0.07 -0.13 -0.09
H -1.66944 -0.58140 -0.63685 0.12 0.04 0.05
H -1.09268 0.48852 0.64963 0.04 -0.09 -0.09
H 0.41847 -1.75687 0.49871 -0.11 -0.01 0.06
H 0.74229 0.03122 2.17339 0.06 0.10 0.08
H 1.09119 0.67945 2.28737 -0.01 -0.02 0.01
```
Positions in Å, forces in eV/Å.

Computed properties:
Maximum force   1.14 eV/Å
Molar mass   87.08 g/mol
HOMO-LUMO gap   10.736 eV
Total charge   0
E_HOMO   -0.4212 Ha
LUMO   -0.7 eV
Spin multiplicity   1
E   -8775.05790 eV



Entry 6:
The following is a DFT calculation (ωB97M-V/def2-TZVPD) of one molecule with the formula C22H31N3O3S2 in a non-equilibrium geometry.

The geometry in XYZ format:
```
61
Properties=species:S:1:pos:R:3:forces:R:3
C -4.56899 -3.00217 1.15082 -0.21 0.25 -0.09
C -5.51776 -1.81299 1.02462 0.01 -0.25 0.54
N -5.04891 -0.84468 0.05892 0.02 1.10 0.38
C -5.24197 -1.08638 -1.35221 -0.14 0.07 -0.53
C -6.69419 -0.97897 -1.81195 0.21 0.00 0.11
S -4.95314 0.75852 0.48248 0.23 -0.25 -0.12
O -5.84023 1.57364 -0.30304 0.24 -0.10 -0.16
O -5.03913 0.85542 1.90942 0.16 -0.21 0.10
C -3.27387 1.14766 -0.02432 -0.48 -0.10 0.05
C -3.01680 2.32677 -0.69670 -0.10 0.13 -0.04
C -1.71109 2.64012 -1.04282 -0.07 0.02 0.01
C -0.68338 1.76317 -0.73909 -0.07 -0.10 0.02
C -0.95287 0.56518 -0.08109 -0.26 0.18 0.15
C 0.13960 -0.38818 0.29189 -0.07 0.03 -0.37
O 0.13734 -0.99973 1.34185 -0.09 -0.14 0.35
N 1.10028 -0.52789 -0.64824 0.07 -0.16 -0.20
C 2.36876 -1.16401 -0.37463 0.17 -0.10 -0.16
C 2.56601 -2.39495 -1.25382 0.00 0.10 0.31
C 3.49348 -0.12871 -0.60370 -0.40 0.06 0.11
C 4.81756 -0.62530 -0.10180 0.36 0.15 -0.27
C 5.11288 -1.34169 1.01941 -0.13 0.04 -0.20
C 6.49943 -1.55091 1.19920 0.21 0.00 0.02
C 7.24576 -0.98850 0.21724 -0.06 0.21 -0.32
S 6.26978 -0.19143 -0.95087 -0.23 -0.37 0.50
N 3.08438 1.15235 -0.04763 0.27 0.24 -0.15
C 2.98918 1.25879 1.40733 -0.28 -0.19 0.28
C 3.34152 2.71437 1.74532 -0.03 -0.02 -0.07
C 3.32181 3.41980 0.38970 0.13 -0.07 -0.06
C 3.79608 2.31591 -0.54514 0.04 0.18 -0.10
C -2.25802 0.27361 0.29880 0.29 -0.08 0.04
H -3.57352 -2.66902 1.43133 0.11 0.01 0.05
H -4.93673 -3.67794 1.91823 -0.01 -0.12 0.05
H -4.50122 -3.54899 0.21330 0.05 -0.12 -0.07
H -6.52443 -2.16417 0.76871 0.05 0.12 0.03
H -5.57092 -1.27918 1.97438 -0.15 -0.23 -0.01
H -4.83595 -2.07395 -1.59153 0.09 0.12 0.02
H -4.64105 -0.33443 -1.87099 0.04 -0.20 -0.20
H -6.74967 -1.11423 -2.88902 -0.05 -0.04 -0.11
H -7.07819 0.00413 -1.55491 -0.10 0.01 -0.06
H -7.31089 -1.73743 -1.33635 -0.10 -0.08 0.00
H -3.84233 2.98024 -0.93047 -0.05 0.12 -0.08
H -1.49582 3.56999 -1.54752 0.00 0.07 -0.03
H 0.33649 2.02515 -0.98304 0.13 0.00 -0.03
H 1.05345 0.03604 -1.48157 -0.10 0.04 0.11
H 2.33110 -1.46018 0.67703 0.04 0.05 -0.09
H 2.54212 -2.11867 -2.30610 0.00 0.02 -0.14
H 3.52436 -2.85853 -1.03687 0.10 -0.09 -0.04
H 1.77610 -3.11626 -1.06364 -0.06 -0.08 -0.01
H 3.58094 0.03641 -1.68706 -0.06 -0.07 0.04
H 4.37267 -1.73288 1.69408 -0.20 -0.04 0.10
H 6.91559 -2.09869 2.02566 0.11 -0.09 0.12
H 8.31107 -0.98680 0.10110 0.24 -0.05 0.04
H 1.96818 1.01126 1.71152 0.09 -0.05 0.13
H 3.67194 0.56871 1.91584 -0.06 0.04 0.00
H 4.34193 2.76912 2.17636 -0.01 0.01 0.03
H 2.63982 3.15146 2.45230 0.03 0.01 0.07
H 2.30341 3.71150 0.13196 -0.03 0.05 -0.05
H 3.96118 4.29946 0.35947 -0.02 0.07 -0.02
H 3.52948 2.49222 -1.59097 0.07 0.02 -0.03
H 4.89111 2.20927 -0.48234 -0.03 0.06 0.00
H -2.47370 -0.63244 0.84117 0.06 -0.15 0.06
```
Positions in Å, forces in eV/Å.

Computed properties:
Maximum force   1.17 eV/Å
Molar mass   449.64 g/mol
HOMO-LUMO gap   9.024 eV
Total charge   0
E_HOMO   -0.3131 Ha
LUMO   0.5 eV
Spin multiplicity   1
E   -55600.52408 eV